Here is a 2-piece molecular cluster, C3H12NO overall from the Open Molecules 2025 dataset. Energies are from the ωB97M-V functional and the def2-TZVPD basis.

XYZ file:
```
17
Properties=species:S:1:pos:R:3:lowdin_charge:R:1
C -1.95507 -1.52584 0.55967 -0.09
O -1.47044 -0.68349 -0.49734 -0.14
H -2.11371 -2.54068 0.20279 0.09
H -2.88999 -1.14065 0.97089 0.09
H -1.22706 -1.52513 1.36215 0.08
H -2.07394 -0.77739 -1.24198 0.11
C 1.88508 -0.30506 0.15217 0.01
N 0.91192 0.63762 -0.47933 -0.06
C 0.65781 1.90994 0.25282 0.00
H 1.86782 -1.22567 -0.42068 0.11
H 1.57164 -0.46249 1.18118 0.11
H 2.86480 0.15522 0.15151 0.10
H 1.21620 0.85129 -1.42682 0.17
H -0.00990 0.14042 -0.55906 0.10
H 1.57792 2.42929 0.48594 0.10
H 0.04847 2.54732 -0.38076 0.11
H 0.07856 1.68762 1.13855 0.10
```

Kohn-Sham gap   0.4419 Ha
Energy relative to the best compared isomer or geometry (same formula, charge and spin)   18.5 kcal/mol
Net charge   +1
E_HOMO   -15.126 eV

***

Here is a 2-piece molecular cluster, C3H12NO overall from the Open Molecules 2025 dataset. Energies are from the ωB97M-V functional and the def2-TZVPD basis.

XYZ file:
```
17
Properties=species:S:1:pos:R:3:lowdin_charge:R:1
C -0.37257 -0.23202 -0.06025 -0.09
C 0.64743 -0.42927 -1.13667 -0.14
C 0.54390 0.51632 -2.22908 0.04
N -0.50315 -1.39302 0.91647 0.24
H -0.01846 0.58414 0.58657 0.14
H -1.35922 -0.01883 -0.44816 0.17
H 0.75306 -1.47274 -1.57389 0.23
H 1.73788 -0.46661 -0.79815 0.24
H 0.10528 1.45612 -1.86453 0.14
H 1.54308 0.74789 -2.67754 0.18
H -0.02879 0.20361 -3.15390 0.22
H -1.33672 -1.97482 0.78455 0.19
H 0.33443 -1.98004 0.89314 0.18
H -0.59722 -0.98293 1.85202 0.17
H -1.25248 1.67221 2.96551 0.06
H 0.16494 2.04930 3.34431 0.07
O -0.36139 1.72070 2.59960 -0.05
```

Kohn-Sham gap (spin up / spin down)   0.4168 / 0.1314 Ha
Energy relative to the best compared isomer or geometry (same formula, charge and spin)   18.8 kcal/mol
Spin multiplicity   2
Net charge   +2
E_HOMO (spin up / spin down)   -18.882 / -18.837 eV

***

Here is a 3-piece molecular cluster, C3H12NO2 overall from the Open Molecules 2025 dataset. Energies are from the ωB97M-V functional and the def2-TZVPD basis.

XYZ file:
```
18
Properties=species:S:1:pos:R:3:lowdin_charge:R:1
C 1.80435 -1.33441 0.29195 -0.02
C 1.19349 -0.02286 -0.13624 -0.34
C 1.89233 1.10395 -0.22662 0.10
N 0.04886 -0.20016 -1.04489 0.19
H 1.23381 -1.93105 0.99373 0.08
H 1.99240 -1.87963 -0.63041 0.10
H 2.74131 -1.12353 0.80100 0.09
H 1.65133 1.88391 -0.94544 0.08
H 2.53149 1.41805 0.59049 0.09
H 0.23550 -0.75429 -1.88233 0.17
H -0.36567 0.68768 -1.32192 0.15
H -0.74810 -0.69388 -0.51880 0.10
H -2.64370 -0.32838 0.51226 0.05
H -2.52350 -1.87917 0.46084 0.09
O -2.03448 -1.06106 0.31422 -0.04
H -1.89382 2.10744 1.55153 0.07
H -2.83192 2.34978 0.39863 0.07
O -2.28368 1.65758 0.79199 -0.04
```

Kohn-Sham gap   0.4056 Ha
Energy relative to the best compared isomer or geometry (same formula, charge and spin)   21.9 kcal/mol
Net charge   +1
E_HOMO   -14.153 eV

***

Here is a 3-piece molecular cluster, C3H12NO2 overall from the Open Molecules 2025 dataset. Energies are from the ωB97M-V functional and the def2-TZVPD basis.

XYZ file:
```
18
Properties=species:S:1:pos:R:3:lowdin_charge:R:1
C -2.45656 1.31737 -1.18330 -0.04
C -1.35100 0.40436 -0.97657 -0.39
C -0.26986 0.15651 -1.63111 0.11
N -1.51172 -0.36861 0.28848 0.17
H -2.09625 2.32033 -1.51653 0.11
H -3.10356 0.93559 -2.04281 0.13
H -2.98955 1.56190 -0.18828 0.12
H 0.51865 -0.48699 -1.33209 0.08
H -0.08017 0.72854 -2.53576 0.11
H -2.12183 -1.25561 0.35011 0.21
H -1.83189 0.23766 1.07434 0.18
H -0.62528 -0.95930 0.35918 0.13
H 1.06052 -0.53253 2.41699 0.07
H 1.85147 -0.66920 1.18863 -0.02
O 1.01326 -0.97860 1.55179 -0.07
H 3.61519 0.56358 1.14684 0.03
H 4.39864 -0.59725 1.34541 0.08
O 3.54306 -0.33839 1.00578 0.00
```

Kohn-Sham gap   0.4190 Ha
Energy relative to the best compared isomer or geometry (same formula, charge and spin)   39.8 kcal/mol
Net charge   +1
E_HOMO   -14.663 eV

***

Here is a 3-piece molecular cluster, C3H12NO2 overall from the Open Molecules 2025 dataset. Energies are from the ωB97M-V functional and the def2-TZVPD basis.

XYZ file:
```
18
Properties=species:S:1:pos:R:3:lowdin_charge:R:1
C -2.05695 0.14775 -1.04242 -0.05
C -1.01858 -0.10396 0.03876 -0.20
C 1.22569 -1.09147 0.16026 0.16
N 0.19066 -0.77201 -0.50177 0.03
H -2.03308 -0.67133 -1.75504 0.09
H -1.85456 1.08135 -1.55394 0.09
H -3.04339 0.08667 -0.58630 0.10
H -1.41633 -0.80228 0.77699 0.13
H -0.71776 0.76799 0.61776 0.12
H 1.96924 -1.64106 -0.40704 0.13
H 1.28159 -0.96253 1.23406 0.11
H 0.37781 -0.46357 -1.49889 0.11
H 0.50078 1.44014 4.15869 0.21
H 1.51508 0.64209 5.12271 0.23
O 1.28659 1.56317 4.76843 0.55
H 1.06276 -0.34710 -3.62123 0.10
H 1.72291 0.87598 -3.05089 0.09
O 1.00755 0.25016 -2.86013 -0.02
```

Kohn-Sham gap (spin up / spin down)   0.3681 / 0.1141 Ha
Energy relative to the best compared isomer or geometry (same formula, charge and spin)   58.3 kcal/mol
Spin multiplicity   2
Net charge   +2
E_HOMO (spin up / spin down)   -18.849 / -18.849 eV

***

Here is a 3-piece molecular cluster, C3H12NO2S overall from the Open Molecules 2025 dataset. Energies are from the ωB97M-V functional and the def2-TZVPD basis.

XYZ file:
```
19
Properties=species:S:1:pos:R:3:lowdin_charge:R:1
C -2.02280 -0.62366 -0.12160 -0.09
C -1.01958 0.44102 -0.70895 -0.47
C -0.78836 1.32778 0.46834 -0.58
S 0.72458 0.74630 1.41977 0.38
N 0.03723 -0.36149 -1.49211 0.01
H -2.18818 -1.51415 -0.69719 0.07
H -2.94592 -0.12475 -0.07297 0.05
H -1.71279 -0.81966 0.79110 0.00
H -1.49600 1.18870 -1.52184 0.14
H -0.32860 2.31337 0.47408 0.02
H -1.63240 1.24422 1.14099 0.04
H 0.88442 -0.23675 -1.02248 -0.03
H -0.22728 -1.35734 -1.30067 0.05
H 0.58492 -2.04244 1.40492 0.01
H 2.05464 -1.58922 1.09664 0.01
O 1.34616 -2.22317 0.77718 -0.19
H 2.19695 1.18979 0.28367 -0.12
H 3.47828 0.85585 -0.66474 -0.05
O 3.05473 1.58559 -0.25415 -0.24
```

Kohn-Sham gap   0.2576 Ha
Energy relative to the best compared isomer or geometry (same formula, charge and spin)   49.2 kcal/mol
Net charge   -1
E_HOMO   -3.257 eV

***

Here is a 3-piece molecular cluster, C3H12NO3 overall from the Open Molecules 2025 dataset. Energies are from the ωB97M-V functional and the def2-TZVPD basis.

XYZ file:
```
19
Properties=species:S:1:pos:R:3:lowdin_charge:R:1
C -1.26462 -0.53235 1.73983 -0.16
N 0.13125 -0.27979 2.03798 -0.17
C 0.73609 0.77456 1.26863 -0.25
C 1.71086 0.11911 0.04240 -0.42
O 1.38804 -1.09962 -0.42920 -0.30
H -1.46482 -1.33592 1.06246 0.06
H -1.57216 0.37849 1.23673 0.05
H -1.98141 -0.61181 2.61955 0.07
H 0.93354 -1.08141 2.00942 0.16
H 1.12881 1.58429 1.77561 0.06
H 0.04136 1.22006 0.66212 0.03
H 2.66232 0.10934 0.53931 0.05
H 1.65410 1.04878 -0.65416 0.10
H 0.05303 -1.34537 -3.05874 0.10
H 0.76807 -0.80384 -1.73477 -0.02
O 0.23205 -0.43950 -2.56209 -0.19
H -1.93481 1.28243 -1.74202 -0.05
H -1.21601 0.26949 -2.36467 -0.09
O -2.00569 0.74307 -2.44840 -0.03
```

Kohn-Sham gap   0.2780 Ha
Energy relative to the best compared isomer or geometry (same formula, charge and spin)   59.2 kcal/mol
Net charge   -1
E_HOMO   -3.474 eV

***

Here is a 3-piece molecular cluster, C3H12NO3 overall from the Open Molecules 2025 dataset. Energies are from the ωB97M-V functional and the def2-TZVPD basis.

XYZ file:
```
19
Properties=species:S:1:pos:R:3:lowdin_charge:R:1
C -0.36056 -1.65538 1.34842 -0.26
C -1.49858 -0.71844 0.79148 -0.16
C -1.09202 0.78455 0.52489 -0.26
O -0.26396 0.95545 -0.53904 -0.07
N 0.62211 -1.81990 0.26774 -0.01
H -0.96336 -2.60549 1.65350 0.14
H 0.14024 -1.24429 2.31158 0.13
H -1.75013 -1.01402 -0.21844 0.10
H -2.38783 -0.69014 1.38428 0.09
H -0.59555 1.30993 1.42940 0.15
H -1.97246 1.38722 0.26915 0.16
H 0.94648 -0.89022 -0.17739 0.07
H 0.10538 -2.37787 -0.50500 0.11
H 0.23541 0.09293 -1.65483 0.08
H 1.24077 0.00819 -2.85674 0.00
O 0.67127 -0.63390 -2.44823 -0.18
H 0.71084 2.15068 0.11710 0.03
H 2.10353 1.94085 0.44442 0.01
O 1.53504 2.70435 0.47979 -0.12
```

Kohn-Sham gap (spin up / spin down)   0.3848 / 0.2220 Ha
Energy relative to the best compared isomer or geometry (same formula, charge and spin)   27.8 kcal/mol
Spin multiplicity   2
Net charge   0
E_HOMO (spin up / spin down)   -9.847 / -9.545 eV